Below is a molecular structure, C50H145F6HgN11O17P at a distorted geometry, with properties calculated with ωB97M-V/def2-TZVPD.

```
! wB97M-V def2-TZVPD RIJCOSX def2/J DEFGRID3
* xyz 1 1
Hg -3.5721 2.4012 -1.7023
P -1.0100 0.2696 -0.1789
F 0.4729 0.2636 0.2823
F -1.4556 1.2529 0.9729
F -0.8667 1.5830 -1.1708
F -2.5513 0.2502 -0.7171
F -0.6916 -0.6610 -1.4087
F -1.3182 -1.0511 0.7050
C -1.6022 6.4526 2.6553
C -1.6277 6.0033 1.1985
C -0.3732 6.6762 0.5412
O -0.3464 6.3325 -0.8183
C 0.7438 7.0023 -1.4247
N -1.5252 4.5520 0.9831
H -0.6560 6.0038 3.0010
H -2.4860 6.1267 3.2457
H -1.5901 7.5615 2.8123
H -2.4695 6.3070 0.6529
H 0.5618 6.4027 1.0268
H -0.5356 7.7583 0.6016
H 0.6715 8.0916 -1.3129
H 0.7460 6.8327 -2.5220
H 1.6843 6.6379 -1.0120
H -0.8461 4.4754 0.2577
H -1.1786 4.1422 1.8814
C -3.1460 1.6775 -6.2089
C -3.9221 1.9937 -4.9143
C -4.8837 0.8145 -4.6383
O -5.6736 0.9959 -3.4559
C -5.7857 -0.1622 -2.5741
N -2.9683 2.1298 -3.7117
H -3.7142 1.7487 -7.1349
H -2.8552 0.6201 -5.9859
H -2.2609 2.2753 -6.3391
H -4.3869 2.9950 -4.8521
H -4.3348 -0.1388 -4.6663
H -5.5734 0.7417 -5.5083
H -6.4481 0.0786 -1.7475
H -4.8058 -0.4242 -2.1166
H -6.2645 -0.9685 -3.1156
H -2.3579 2.9177 -3.8834
H -2.2277 1.3621 -3.7033
C 2.1324 0.7511 -3.9497
C 0.9054 1.6565 -4.0953
C 0.9611 2.4013 -5.3952
O 0.1153 3.5147 -5.4347
C 0.4666 4.4549 -6.5423
N -0.3386 0.8394 -4.0647
H 2.0860 -0.0306 -4.6980
H 2.0610 0.2957 -2.9753
H 3.1229 1.1836 -4.1306
H 0.8962 2.3521 -3.2224
H 0.6212 1.6715 -6.2022
H 1.9979 2.6385 -5.5532
H 0.6121 3.8363 -7.4392
H 1.2923 5.1414 -6.3347
H -0.4218 5.0460 -6.6813
H -0.4719 0.4111 -3.1842
H -0.3353 0.0676 -4.6921
C 0.2325 -5.0294 -0.8185
C 1.6997 -4.8494 -1.2557
C 1.7854 -4.4912 -2.7265
O 0.9048 -5.2488 -3.5324
C 1.4271 -6.5078 -3.8275
N 2.5705 -3.8677 -0.5618
H 0.1567 -5.5297 0.1070
H -0.3076 -5.5198 -1.6536
H -0.2030 -4.0835 -0.6192
H 2.1871 -5.7743 -1.1401
H 2.8777 -4.6577 -2.9077
H 1.5471 -3.4023 -2.8253
H 1.3495 -7.1404 -2.9060
H 2.4849 -6.5551 -4.1267
H 0.8038 -6.9953 -4.6050
H 2.3214 -3.9966 0.4447
H 2.2031 -2.9340 -0.7056
C -3.0896 -2.8746 -2.2528
C -2.7612 -2.5238 -3.7550
C -1.4273 -2.9742 -4.2453
O -1.2558 -2.3467 -5.5074
C -0.1357 -2.7892 -6.2478
N -3.8507 -2.9332 -4.6679
H -4.1303 -2.5104 -2.1509
H -2.5202 -2.5799 -1.3993
H -3.1264 -3.9656 -2.1271
H -2.6622 -1.4526 -3.8325
H -1.3153 -4.0465 -4.3046
H -0.6919 -2.5853 -3.5354
H -0.2930 -2.5386 -7.2936
H 0.0907 -3.8841 -6.2293
H 0.7356 -2.2729 -5.8964
H -4.3460 -3.6646 -4.2043
H -3.3980 -3.3614 -5.5160
C -5.0422 4.2138 1.9526
C -5.1529 3.4703 0.6062
C -5.4375 4.4570 -0.4469
O -6.0817 3.7457 -1.5393
C -6.6133 4.6131 -2.5753
N -3.8433 2.8395 0.2428
H -4.6100 3.6158 2.7894
H -6.0732 4.5546 2.2098
H -4.4113 5.1261 1.8528
H -5.9619 2.7360 0.6769
H -4.4982 4.9862 -0.7780
H -6.1334 5.2524 -0.1223
H -7.5395 5.0559 -2.3115
H -6.6353 4.0822 -3.5195
H -5.8691 5.4669 -2.7397
H -3.7152 2.0347 0.7823
H -3.0740 3.5081 0.5094
C 0.8987 1.1736 4.8386
C 0.7024 2.5369 4.1010
C 1.8230 2.6820 3.0014
O 3.0741 2.5298 3.4782
C 3.3987 3.4691 4.4952
N -0.6451 2.7496 3.5083
H 1.9120 0.9870 5.1816
H 0.6881 0.3752 4.1470
H 0.2157 1.0681 5.6984
H 0.7628 3.4224 4.7919
H 1.6408 3.6495 2.5529
H 1.7502 1.9305 2.2329
H 4.5474 3.4484 4.6292
H 2.9068 3.0501 5.4387
H 3.0815 4.4939 4.3514
H -0.9375 1.9249 2.9670
H -1.1621 2.6280 4.3660
C 4.5743 -5.6885 3.5446
C 3.1711 -5.3741 3.1015
C 3.0332 -3.8612 2.9640
O 1.7404 -3.6003 2.5235
C 1.3541 -2.2309 2.6627
N 2.9230 -6.2112 1.9156
H 4.6585 -6.7452 3.8290
H 5.0536 -5.0322 4.2383
H 5.2266 -5.6874 2.6640
H 2.5005 -5.7091 3.8597
H 3.7769 -3.5122 2.2189
H 3.2618 -3.3211 3.8775
H 1.3497 -1.8784 3.7154
H 0.3260 -2.2681 2.3169
H 1.9182 -1.4807 2.0665
H 3.7403 -6.0432 1.3269
H 2.1350 -5.9480 1.3364
C 4.3092 -5.1094 -7.6200
C 5.0939 -4.3513 -6.5223
C 4.1061 -3.6926 -5.6262
O 4.8759 -3.0511 -4.5583
C 4.2714 -1.9254 -4.0166
N 6.0477 -5.2043 -5.8483
H 3.6329 -4.4625 -8.2419
H 3.5977 -5.7660 -7.1293
H 4.9243 -5.7193 -8.2175
H 5.7021 -3.6373 -7.0696
H 3.3929 -4.3602 -5.1425
H 3.4999 -2.8859 -6.1779
H 3.6000 -2.2178 -3.1634
H 3.7260 -1.3843 -4.7687
H 5.0597 -1.2514 -3.6817
H 6.5973 -4.6955 -5.1485
H 5.4791 -5.9670 -5.4663
C 7.1431 -1.1904 4.4309
C 5.8558 -1.1609 3.6588
C 4.7132 -0.7516 4.5955
O 4.5934 -1.8754 5.4150
C 3.8031 -1.6709 6.5558
N 5.8095 -0.3329 2.4683
H 7.4379 -0.1965 4.7572
H 7.9844 -1.5314 3.8270
H 7.0651 -1.8816 5.2694
H 5.6771 -2.1630 3.3308
H 3.7480 -0.5654 4.1528
H 4.9201 0.1686 5.1548
H 3.8088 -2.6165 7.1143
H 2.7643 -1.3614 6.2098
H 4.2361 -0.8314 7.1666
H 6.2796 0.5507 2.6716
H 6.2584 -0.8362 1.7582
C -1.8101 3.4288 6.9078
C -2.4111 2.0282 6.8541
C -3.1217 1.7546 8.1786
O -2.1542 1.7450 9.1708
C -2.6876 1.1971 10.3494
N -3.3340 1.9701 5.7500
H -1.4237 3.6403 5.8890
H -0.9813 3.4239 7.6249
H -2.5889 4.1146 7.1462
H -1.7322 1.1439 6.7056
H -3.6999 0.7814 8.1432
H -3.9273 2.5385 8.3043
H -2.8913 0.1519 10.1866
H -3.5791 1.6315 10.7300
H -1.8949 1.3367 11.1064
H -3.9126 2.7646 5.6747
H -3.9316 1.1465 5.7842
C -1.9694 -0.6760 3.9044
O -3.3035 -1.0014 4.0042
H -1.8957 0.1697 3.2500
H -1.6126 -0.3896 4.8792
H -1.2802 -1.4978 3.6195
H -3.4583 -1.8136 4.5404
C -6.0391 1.0721 3.0073
O -5.2309 0.8617 1.7945
H -6.6996 0.1603 2.9762
H -5.5446 1.1367 3.9584
H -6.7169 1.9179 2.7948
H -4.5745 0.1551 1.9205
C 3.7575 0.0682 -0.2248
O 3.2806 0.0624 1.1064
H 4.0721 -0.9127 -0.5828
H 2.8968 0.3894 -0.8085
H 4.5413 0.7948 -0.4431
H 4.0586 0.1538 1.7357
C 5.6182 -4.9218 -1.2698
O 5.4286 -3.9734 -0.2591
H 4.7481 -5.6123 -1.2238
H 5.5552 -4.5253 -2.2949
H 6.5351 -5.4429 -1.0626
H 4.4479 -3.7865 -0.2971
C -1.7905 5.8212 -3.7198
O -2.1600 4.8893 -2.6294
H -2.0459 5.3616 -4.6771
H -2.4422 6.7138 -3.5941
H -0.7164 6.1198 -3.7020
H -1.6316 5.1659 -1.8759
C -2.5358 -3.9684 2.1735
O -3.7267 -4.4481 1.5971
H -1.6437 -4.4887 1.8472
H -2.3585 -2.9311 1.9276
H -2.5880 -4.0524 3.2091
H -3.7518 -5.3963 1.6710
*
```

Löwdin atomic charge list, values in e, 6 entries: Hg 1.40; P 0.10; F -0.08; F -0.13; F -0.21; F -0.24

***

Below is CH4N2O in the gas phase at a distorted geometry, with properties calculated with ωB97M-V/def2-TZVPD.

```
! wB97M-V def2-TZVPD RIJCOSX def2/J DEFGRID3
* xyz 0 1
C 0.8266 -0.2341 0.0699
N 1.9549 0.2602 -0.0426
N -1.5257 0.0305 -0.0811
O -0.3348 0.8016 0.0111
H 0.2645 -1.1116 -0.0703
H 2.7582 -0.4491 -0.2680
H -2.2292 0.6349 -0.5163
H -1.7145 0.0675 0.8972
*
```

Summary:
relative energy (zero: lowest compared OMol25 entry of this formula, charge and spin): 4.056 eV
structure (SMILES): [H]/N=C/ON

natural (NBO) atomic charge list, values in e, 6 entries: C 0.38; N -0.63; N -0.54; O -0.45; H 0.18; H 0.37

***

Below is 2 unconnected molecules or ions with the total composition C4H8O4 at a distorted geometry, with properties calculated with ωB97M-V/def2-TZVPD.

```
! wB97M-V def2-TZVPD RIJCOSX def2/J DEFGRID3
* xyz 0 1
O -0.4888 -2.6673 -0.3558
C -0.2877 -1.6135 0.1736
O 0.0999 -1.4871 1.4660
C -0.5354 -0.2357 -0.4168
C 0.7924 0.5773 -0.6192
C 2.0094 -0.3185 -0.4969
O 2.9861 -0.0152 0.1237
H 0.3809 -2.3543 1.7938
H -1.0764 -0.4420 -1.3376
H -1.1562 0.2906 0.2911
H 0.7361 1.4749 -0.0254
H 0.8425 0.9999 -1.6324
H 1.8692 -1.2170 -1.1312
H -2.6245 2.4837 0.2131
H -1.3110 2.3897 0.9299
O -2.2365 2.1344 1.0241
*
```

Summary:
relative energy (zero: lowest compared OMol25 entry of this formula, charge and spin): 1.828 eV
structure (SMILES): O=CCCC(=O)O.O

natural (NBO) atomic charge list, values in e, 6 entries: O -0.58; C 0.79; O -0.69; C -0.53; C -0.50; C 0.44

***

Number 1: E_LUMO -0.0532 hartree. Number 2: E_LUMO 0.0373 hartree. Number 3: E_LUMO 0.0170 hartree.